1.
36
Properties=species:S:1:pos:R:3 method="wB97M-V/def2-TZVPD" energy_ha=-3503.43834 total_charge=+1 homo_lumo_gap_ev=5.84 multiplicity=1 e_lumo_ev=-5.2 fmax_ev_per_a=1.5 e_above_lowest_kcal_mol=0.00 molar_mass_g_mol=977.7
Sn -0.19492 0.04937 -0.33814
Cl 2.87726 -3.06845 5.60726
C 2.41483 -2.53004 4.04451
C 1.23019 -1.82995 3.88397
C 0.87392 -1.40307 2.61900
Cl -0.57512 -0.53296 2.38398
C 1.65824 -1.64335 1.49530
O 1.31085 -1.23798 0.29303
C 2.85373 -2.34792 1.69661
Cl 3.83971 -2.64592 0.33058
C 3.22937 -2.79291 2.94952
H 0.59606 -1.62037 4.72788
H 4.14719 -3.34320 3.07315
Te 0.63301 -0.53397 -2.86497
Te -1.50198 0.73735 -3.95545
Te -1.80572 2.82055 -2.27875
Te -2.66712 1.59544 -0.05825
O -2.02349 3.46876 2.39368
C -1.33143 4.68404 2.27393
N -0.19788 4.76524 3.15733
C 1.11196 4.52556 2.89328
O 1.99060 4.82059 3.66604
C 1.44184 3.81720 1.60953
C 2.56544 4.20172 0.88109
C 2.94971 3.43155 -0.20317
C 2.20427 2.31145 -0.52507
N 1.11696 1.96520 0.15879
C 0.74862 2.68573 1.21259
H -2.45833 3.42223 3.25309
H -1.99376 5.53027 2.48372
H -1.00556 4.73922 1.23034
H -0.35503 5.16487 4.07530
H 3.12508 5.07355 1.18429
H 3.81976 3.68836 -0.78645
H 2.48237 1.65808 -1.34450
H -0.12389 2.33984 1.75706

---

2.
49
Properties=species:S:1:pos:R:3 method="wB97M-V/def2-TZVPD" energy_ha=-1041.36354 total_charge=+1 homo_lumo_gap_ev=4.70 multiplicity=1 e_lumo_ev=-6.1 fmax_ev_per_a=2.4 e_above_lowest_kcal_mol=0.00 molar_mass_g_mol=339.5
C -0.01141 3.32458 0.00817
C 0.18371 4.82520 0.30454
C 1.48926 5.30036 -0.19195
C 2.59531 4.47274 -0.18450
C 2.49022 3.14117 0.19077
C 1.20669 2.40226 0.26628
H -0.84405 2.94154 0.60562
H -0.32035 3.22000 -1.04382
H -0.63033 5.35297 -0.21584
H 0.04769 5.00353 1.39098
H 1.58188 6.34485 -0.47782
H 3.57590 4.88013 -0.46701
H 3.38342 2.57256 0.46360
H 1.18513 2.09146 1.33565
C -4.53115 -5.45478 0.19482
C -3.21331 -5.37229 0.64606
C -2.70829 -4.18398 1.18294
C -3.56652 -3.08951 1.30130
O -3.14538 -1.88113 1.86542
C -2.09730 -1.18236 1.26035
C -2.40033 -0.23245 0.27555
C -1.35279 0.40635 -0.37513
C -0.02822 0.22421 0.03082
C 1.05361 1.14273 -0.57967
C 2.34534 0.42760 -0.98946
C 3.33846 1.17917 -1.63788
C 4.61833 0.65812 -1.83402
C 4.86493 -0.68552 -1.51854
C 3.81045 -1.49989 -1.09276
C 2.53871 -0.95143 -0.87793
C 0.24761 -0.71792 1.02875
C -0.77983 -1.43753 1.64727
C -4.89012 -3.15497 0.85678
C -5.35984 -4.33499 0.28496
H -4.90726 -6.38192 -0.24057
H -2.56017 -6.23841 0.57863
H -1.68235 -4.10462 1.53880
H -3.43616 -0.01228 0.01658
H -1.56067 1.09759 -1.19394
H 0.61177 1.45558 -1.54592
H 3.09914 2.18269 -2.00011
H 5.41033 1.29492 -2.23934
H 5.87344 -1.09099 -1.62339
H 3.96905 -2.56747 -0.92784
H 1.70677 -1.61722 -0.65228
H 1.27774 -0.91220 1.33327
H -0.57402 -2.18843 2.41613
H -5.52224 -2.27669 0.97041
H -6.38277 -4.37338 -0.08472

---

3.
12
Properties=species:S:1:pos:R:3 method="wB97M-V/def2-TZVPD" energy_ha=-552.07396 total_charge=0 homo_lumo_gap_ev=8.44 multiplicity=1 e_lumo_ev=-0.4 fmax_ev_per_a=1.8 e_above_lowest_kcal_mol=10.31 molar_mass_g_mol=99.1
C -0.04601 -0.99044 0.42213
C -1.18336 -1.37679 -0.17545
C 0.07907 0.48448 0.62413
C 1.09583 1.03825 -0.39320
N -2.12230 -0.40910 -0.43232
P -1.74489 1.03940 0.03433
H 0.75148 -1.66199 0.68650
H -1.43591 -2.38117 -0.47788
H 1.20375 2.11501 -0.28075
H 0.80342 0.81422 -1.41662
H 2.06423 0.57980 -0.20658
H 0.53469 0.74833 1.61570

---

4.
7
Properties=species:S:1:pos:R:3 method="wB97M-V/def2-TZVPD" energy_ha=-2332.85168 total_charge=0 homo_lumo_gap_ev="6.74 / 6.74" multiplicity=1 e_lumo_ev="-1.7 / -1.7" fmax_ev_per_a=1.6 e_above_lowest_kcal_mol=46.58 molar_mass_g_mol=192.3
P -1.15268 0.11087 -0.88797
S -3.10609 -2.69410 0.38405
S -1.30800 1.88209 0.22451
S -3.28416 -1.01414 -0.55735
S -3.20252 2.39305 -0.43773
S -4.12741 0.97663 0.67262
H -0.07114 -0.21265 -0.05669

---

5.
13
Properties=species:S:1:pos:R:3 method="wB97M-V/def2-TZVPD" energy_ha=-1616.25833 total_charge=0 homo_lumo_gap_ev=7.02 multiplicity=1 e_lumo_ev=-1.2 fmax_ev_per_a=4.5 e_above_lowest_kcal_mol=48.18 molar_mass_g_mol=158.3
C 2.23998 -3.04091 1.30014
C -1.69911 2.96765 -0.45587
P 1.64350 -2.14543 -0.20039
S -1.91484 0.12089 -1.44584
S 1.19994 -0.40863 0.55628
S -2.90718 1.65526 -0.58060
H 1.91252 -2.39200 2.21338
H 1.74540 -3.89168 1.45314
H 3.30859 -3.33695 1.17757
H -1.16297 3.14736 -1.55099
H -0.77873 2.58013 0.09158
H -2.14275 3.86916 -0.04731
H -1.44437 0.87514 -2.51110

---

6.
16
Properties=species:S:1:pos:R:3 method="wB97M-V/def2-TZVPD" energy_ha=-159.55643 total_charge=0 homo_lumo_gap_ev=12.43 multiplicity=1 e_lumo_ev=1.1 fmax_ev_per_a=2.7 e_above_lowest_kcal_mol=17.91 molar_mass_g_mol=60.1
C -1.12230 -1.22496 0.53978
C -2.30680 -1.11101 1.54263
H -0.29722 -0.86212 1.14904
H -0.85632 -2.24206 0.25004
H -1.28739 -0.67617 -0.37973
H -2.39325 -2.06170 2.06838
H -2.02682 -0.38207 2.30922
H -3.28802 -0.79362 1.21526
C 2.38618 1.51298 -0.90156
C 1.10327 0.75018 -1.39063
H 2.17825 1.80810 0.12536
H 3.28188 0.91635 -1.00833
H 2.41557 2.47084 -1.41872
H 0.68975 1.18474 -2.29202
H 0.31673 1.01218 -0.66404
H 1.20651 -0.30166 -1.14467

---

7.
12
Properties=species:S:1:pos:R:3 method="wB97M-V/def2-TZVPD" energy_ha=-305.75175 total_charge=0 homo_lumo_gap_ev=10.75 multiplicity=1 e_lumo_ev=0.2 fmax_ev_per_a=0.4 e_above_lowest_kcal_mol=17.23 molar_mass_g_mol=72.1
O -16.42572 16.18807 -31.18865
H -15.83005 16.06974 -31.93830
H -15.93736 15.83456 -30.43704
O -19.02491 15.03829 -30.64865
H -18.14683 15.42123 -30.81293
H -18.99291 14.17034 -31.05961
O -12.84710 16.50800 -32.41672
H -13.43185 17.07221 -32.93542
H -11.96978 16.88782 -32.52855
O -14.79916 14.51096 -33.38705
H -14.04450 14.92818 -32.94457
H -14.74424 14.80304 -34.30200

---

8.
14
Properties=species:S:1:pos:R:3 method="wB97M-V/def2-TZVPD" energy_ha=-611.02643 total_charge=-1 homo_lumo_gap_ev=8.59 multiplicity=1 e_lumo_ev=4.3 fmax_ev_per_a=4.0 e_above_lowest_kcal_mol=18.16 molar_mass_g_mol=107.1
C 1.97438 0.04834 -0.71368
C -2.14872 0.11951 0.55011
C 0.52633 -0.45021 -0.86170
O -0.04767 -1.06373 1.94881
O 0.12149 1.40599 1.18581
P -0.30619 -0.01056 0.93752
H 1.89273 1.19988 -1.03583
H 2.25226 -0.03190 0.44922
H 2.71658 -0.53264 -1.33096
H -2.56104 0.47873 1.49050
H -2.19175 0.77045 -0.26405
H -2.70053 -0.70037 0.38425
H 0.44634 -1.47428 -1.18785
H 0.02579 0.24078 -1.55216

---

9.
9
Properties=species:S:1:pos:R:3 method="wB97M-V/def2-TZVPD" energy_ha=-1792.94779 total_charge=0 homo_lumo_gap_ev=9.27 multiplicity=1 e_lumo_ev=-0.5 fmax_ev_per_a=2.0 e_above_lowest_kcal_mol=8.25 molar_mass_g_mol=178.9
C -0.95511 -0.17821 -0.00055
O 1.21778 0.33713 1.18827
O -0.42997 2.39955 -0.36475
P -0.95121 1.57167 0.69792
P 0.78761 -0.56197 0.12712
Cl 1.67305 -0.08324 -1.58998
Cl 1.44020 -2.38581 0.39380
H -1.10727 -0.37283 -1.04783
H -1.67508 -0.72630 0.59600

---

10.
12
Properties=species:S:1:pos:R:3 method="wB97M-V/def2-TZVPD" energy_ha=-497.81622 total_charge=0 homo_lumo_gap_ev=9.54 multiplicity=1 e_lumo_ev=0.9 fmax_ev_per_a=3.1 e_above_lowest_kcal_mol=69.28 molar_mass_g_mol=86.1
C 0.05803 1.38851 0.14778
C 0.57961 0.23800 -0.21506
C -0.87268 0.62786 -0.68960
C 1.42171 -0.95688 -0.04879
P -2.21537 -0.41009 -0.01175
H 0.42370 2.32060 0.46896
H -0.87321 0.95239 -1.67538
H 2.53037 -0.59736 -0.12884
H 1.35022 -1.53961 -0.96194
H 1.32499 -1.70730 0.88948
H -3.11926 0.48428 0.54694
H -1.60351 -0.72521 1.16321